No. 1
Here is the ion C12H26NO with charge +1 from the OMol25 dataset. Energies are from ωB97M-V/def2-TZVPD.

Each line ends with the natural charge from an NBO analysis.
Positions of all 40 atoms, in Å:
O -0.745 -1.147 -1.485  -0.354
N -1.508 -0.454 -0.535  -0.078
C 0.379 -0.368 -1.997  -0.077
C 2.917 2.241 -0.358  -0.607
C -3.743 0.011 1.333  -0.409
C 1.637 0.147 0.184  -0.386
C 2.904 0.959 0.472  -0.219
C -1.667 -1.261 0.708  -0.221
C 1.651 -0.545 -1.195  -0.270
C -2.824 -0.034 -1.146  -0.233
C -4.022 -0.094 -0.184  -0.440
C 2.026 -2.020 -1.076  -0.605
C -2.298 -0.327 1.722  -0.428
C 3.049 1.241 1.971  -0.609
H 3.007 -2.121 -0.610  0.229
H -0.982 0.383 -0.267  0.430
H -0.675 -1.609 0.984  0.243
H 0.793 0.852 0.269  0.159
H 0.489 -0.741 -3.013  0.230
H 2.007 2.823 -0.179  0.196
H 3.747 0.340 0.141  0.205
H -2.249 -0.775 2.713  0.256
H 2.992 2.042 -1.428  0.206
H 0.076 0.685 -2.058  0.182
H 3.492 2.219 2.156  0.223
H 1.501 -0.604 0.970  0.211
H -2.960 -0.727 -1.972  0.252
H -4.410 -0.689 1.834  0.233
H 3.762 2.873 -0.084  0.229
H -4.005 0.998 1.709  0.232
H -2.663 0.959 -1.562  0.224
H -4.698 0.704 -0.483  0.251
H 2.424 -0.057 -1.800  0.231
H 3.678 0.495 2.458  0.225
H -2.299 -2.113 0.457  0.232
H -1.685 0.582 1.773  0.205
H -4.554 -1.023 -0.382  0.229
H 2.071 -2.503 -2.053  0.223
H 2.078 1.221 2.476  0.198
H 1.304 -2.564 -0.464  0.204

For the HOMO-LUMO gap, the calculation gives 11.58 eV. For the molecular weight, the calculation gives 200.35 Da. The largest force on an atom comes out at 0.2 eV Å⁻¹. Its SMILES is CC(C)C[C@@H](C)CO[NH+]1CCCCC1. The value obtained for the relative energy (zero: lowest compared OMol25 entry of this formula, charge and spin) is 0.0 kcal per mole. The charge is +1. For the highest occupied orbital energy, the calculation gives -14.1676 eV.



No. 2
Here is a structure of composition C12H27CoGeO3SbSe4 from the OMol25 dataset. Energies are from ωB97M-V/def2-TZVPD.

Each line ends with the Mulliken spin population.
Positions of all 49 atoms, in Å:
Sb -2.292 1.115 3.937  0.016
Se -4.155 -0.884 1.231  0.700
Se -1.655 0.073 6.017  0.048
Se -2.153 -0.913 2.168  0.096
Se -0.030 1.509 2.668  -0.037
Ge -0.031 -0.146 -1.691  -0.008
Co -0.545 0.088 1.041  1.174
O -1.241 1.048 -0.725  0.015
O 1.245 0.235 -0.195  0.004
O -0.772 -1.466 -0.393  0.009
C 0.158 -3.276 0.877  0.004
C -1.157 3.356 -1.436  0.001
C 0.125 -3.339 -1.638  0.001
C -2.679 1.657 -2.526  0.002
C 2.970 1.597 0.825  0.000
C -0.620 -2.868 -0.384  -0.018
C -3.115 2.438 -0.191  -0.049
C 2.835 1.320 -1.651  0.000
C 2.591 0.626 -0.304  -0.007
C 3.498 -0.615 -0.235  -0.001
C -2.027 2.108 -1.216  0.006
C -2.001 -3.536 -0.383  0.022
H -0.410 -2.989 -2.521  0.000
H -0.738 3.671 -0.481  0.002
H 0.512 -4.302 0.820  0.000
H -2.567 -3.254 0.502  -0.012
H -2.566 -3.234 -1.262  0.004
H 1.008 -2.606 1.009  -0.006
H 2.158 2.167 -1.752  0.000
H -3.825 3.151 -0.602  -0.001
H 4.547 -0.323 -0.275  0.000
H 2.295 2.452 0.834  0.000
H -1.887 -4.616 -0.386  0.000
H 3.283 -1.273 -1.079  0.001
H -0.336 3.121 -2.117  0.000
H 3.990 1.953 0.685  0.000
H -1.909 1.463 -3.278  -0.001
H -3.656 1.534 0.075  0.034
H -3.219 0.728 -2.345  -0.001
H -1.749 4.171 -1.851  0.000
H -3.367 2.411 -2.902  0.000
H 2.643 0.621 -2.469  0.000
H 3.865 1.667 -1.718  0.000
H -2.657 2.854 0.704  0.003
H 3.321 -1.159 0.691  -0.001
H 0.170 -4.425 -1.665  -0.001
H 2.898 1.113 1.797  -0.003
H -0.484 -3.189 1.754  0.002
H 1.133 -2.927 -1.652  0.000

For the HOMO-LUMO gap (spin up / spin down), the calculation gives 6.61 / 4.64 eV. For the molecular weight, the calculation gives 788.49 Da. The largest force on an atom comes out at 2.6 eV Å⁻¹. The value obtained for the relative energy (zero: lowest compared OMol25 entry of this formula, charge and spin) is 24.4 kcal per mole. The charge is -1. The spin multiplicity is 3. For the highest occupied orbital energy (spin up / spin down), the calculation gives -4.0660 / -4.0100 eV.



No. 3
Here is a structure of composition C12H27CuN2OPS from the OMol25 dataset. Energies are from ωB97M-V/def2-TZVPD.

Each line ends with the natural charge from an NBO analysis.
Positions of all 45 atoms, in Å:
Cu 0.725 -0.570 -0.627  0.777
S 3.733 -0.137 0.378  1.252
P -0.598 1.227 -0.287  0.744
O 2.705 -0.750 -0.526  -1.063
N -0.181 -2.360 -0.615  -0.597
N -0.990 -4.208 0.247  -0.316
C -3.403 1.542 -1.104  -0.615
C -2.167 0.647 -1.091  -0.704
C 0.451 3.877 -0.029  -0.607
C -0.884 1.220 1.541  -0.707
C -1.248 -5.271 1.178  -0.407
C -0.620 3.031 -0.708  -0.700
C -1.010 -2.935 -1.529  -0.085
C 3.844 1.603 -0.179  -0.806
C -0.186 -3.152 0.438  0.187
C 5.302 -0.713 -0.356  -0.796
C -1.517 -4.086 -1.001  -0.067
C -2.026 2.040 2.129  -0.614
H -2.097 -5.857 0.829  0.230
H -2.007 1.950 3.213  0.226
H -1.882 0.436 -2.125  0.230
H -1.606 3.411 -0.428  0.231
H 2.836 2.004 -0.132  0.241
H -3.753 1.761 -0.100  0.208
H 0.371 -2.981 1.338  0.211
H 5.352 -1.791 -0.243  0.251
H 5.328 -0.461 -1.412  0.242
H 0.066 1.556 1.973  0.228
H 4.496 2.156 0.488  0.244
H -1.935 3.091 1.870  0.209
H -1.193 -2.493 -2.486  0.226
H -2.399 -0.314 -0.621  0.233
H -2.993 1.678 1.792  0.210
H 6.126 -0.249 0.175  0.242
H -4.204 1.026 -1.628  0.226
H 1.445 3.638 -0.399  0.201
H 0.441 3.737 1.050  0.206
H 0.262 4.927 -0.244  0.232
H -1.480 -4.861 2.160  0.222
H -3.222 2.476 -1.627  0.211
H -0.381 -5.929 1.269  0.222
H -0.522 3.094 -1.796  0.238
H -0.993 0.166 1.817  0.230
H 4.207 1.641 -1.199  0.240
H -2.192 -4.816 -1.397  0.233

For the HOMO-LUMO gap, the calculation gives 9.28 eV. For the molecular weight, the calculation gives 341.95 Da. The largest force on an atom comes out at 1.4 eV Å⁻¹. The charge is +1. For the highest occupied orbital energy, the calculation gives -11.2173 eV.



No. 4
Here is a cluster of 4 separate species, C12H27N3OP2 in total from the OMol25 dataset. Energies are from ωB97M-V/def2-TZVPD.

Each line ends with the natural charge from an NBO analysis.
Positions of all 45 atoms, in Å:
P -2.318 -0.252 -1.507  0.828
P -2.732 1.951 -1.039  0.343
O -1.991 -1.891 -1.779  -0.854
N -1.842 0.307 3.126  -0.366
N 2.959 2.063 0.968  -0.358
N 2.056 -2.714 1.425  -0.346
C 0.509 -1.784 -1.528  -0.444
C 2.621 -0.378 -1.554  -0.608
C 1.428 0.695 2.570  -0.733
C -4.230 1.326 2.943  -0.730
C 3.145 -2.686 1.784  0.300
C -2.152 2.830 -2.557  -0.923
C 1.290 -0.676 -2.238  -0.395
C -1.324 2.260 0.124  -0.934
C -2.893 0.761 3.054  0.315
C -0.726 -2.307 -2.282  -0.065
C 2.284 1.462 1.676  0.299
C 4.536 -2.651 2.219  -0.723
H 4.982 -1.697 1.941  0.261
H -1.850 -0.351 -0.177  -0.037
H -1.620 2.972 0.896  0.227
H -2.937 3.479 -2.944  0.232
H 1.186 -2.623 -1.347  0.217
H -3.677 -0.512 -1.692  -0.001
H 5.091 -3.457 1.743  0.257
H -4.429 1.590 1.903  0.269
H 1.047 -0.190 2.060  0.273
H -0.650 -2.010 -3.341  0.160
H -4.315 2.218 3.559  0.255
H 4.589 -2.771 3.300  0.254
H -1.273 3.438 -2.339  0.231
H 1.460 -0.984 -3.275  0.194
H 1.994 0.374 3.443  0.247
H 0.579 1.289 2.900  0.270
H 0.690 0.239 -2.294  0.189
H 2.966 0.637 -1.751  0.220
H -0.437 2.646 -0.382  0.228
H 3.401 -1.067 -1.890  0.199
H 2.538 -0.485 -0.472  0.205
H -0.751 -3.397 -2.256  0.195
H -1.588 0.089 -2.682  -0.062
H -1.885 2.119 -3.348  0.218
H -1.043 1.332 0.632  0.226
H 0.224 -1.442 -0.529  0.213
H -4.963 0.593 3.273  0.256

For the HOMO-LUMO gap, the calculation gives 8.44 eV. For the molecular weight, the calculation gives 291.32 Da. The largest force on an atom comes out at 0.3 eV Å⁻¹. Its SMILES is CCCCO[PH3]P(C)C.CC#N.CC#N.CC#N. For the highest occupied orbital energy, the calculation gives -7.7419 eV.



No. 5
Here is a cluster of 3 separate species, C12H27N4O2 in total from the OMol25 dataset. Energies are from ωB97M-V/def2-TZVPD.

Each line ends with the natural charge from an NBO analysis.
Positions of all 45 atoms, in Å:
O 1.080 0.695 2.449  -0.533
O -2.535 -3.435 -0.249  -0.542
N 0.830 4.518 -1.791  -0.460
N 0.273 2.219 -2.279  -0.755
N 2.419 3.071 -2.334  -0.374
N 2.997 4.279 -2.098  -0.153
C -1.030 -0.558 2.589  -0.647
C 5.252 3.578 -2.614  -0.367
C 0.044 2.883 2.038  -0.649
C 4.397 4.494 -2.189  -0.042
C 0.069 0.197 3.314  -0.068
C 2.020 5.105 -1.782  0.299
C 0.651 1.610 1.470  -0.055
C -1.638 -4.930 1.488  -0.645
C 1.084 3.274 -2.135  0.589
C -3.517 -5.218 -1.633  -0.646
C -2.330 -4.317 -1.339  -0.063
C -2.780 -4.052 1.004  -0.065
H -0.608 -1.347 1.964  0.215
H -0.349 1.006 3.921  0.164
H -0.707 2.310 -2.080  0.442
H -3.718 -4.615 0.978  0.166
H 4.970 2.697 -3.163  0.206
H 6.295 3.769 -2.446  0.249
H -0.166 3.596 1.238  0.204
H 2.181 6.139 -1.549  0.250
H -4.424 -4.626 -1.762  0.214
H -3.339 -5.791 -2.544  0.219
H 0.726 3.345 2.752  0.220
H -2.142 -3.677 -2.201  0.179
H -1.423 -4.912 -1.185  0.160
H -1.837 -5.282 2.500  0.221
H -0.894 2.686 2.558  0.216
H -1.716 -1.008 3.306  0.225
H -3.699 -5.928 -0.825  0.207
H 4.714 5.488 -1.933  0.246
H -1.501 -5.806 0.853  0.206
H 0.644 1.320 -2.513  0.419
H 2.865 2.207 -2.584  0.448
H 1.546 1.872 0.896  0.161
H -2.927 -3.235 1.711  0.184
H -0.044 1.127 0.770  0.151
H -0.700 -4.372 1.487  0.207
H -1.613 0.098 1.940  0.198
H 0.581 -0.475 4.003  0.197

For the HOMO-LUMO gap, the calculation gives 7.44 eV. For the molecular weight, the calculation gives 259.37 Da. The largest force on an atom comes out at 2.4 eV Å⁻¹. The value obtained for the relative energy (zero: lowest compared OMol25 entry of this formula, charge and spin) is 60.8 kcal per mole. The charge is +1. For the highest occupied orbital energy, the calculation gives -11.3504 eV.



No. 6
Here is a cluster of 2 separate species, C12H27N7O5P3 in total from the OMol25 dataset. Energies are from ωB97M-V/def2-TZVPD.

Each line ends with the natural charge from an NBO analysis.
Positions of all 54 atoms, in Å:
P -0.591 -3.775 0.466  0.308
P 1.329 1.839 -0.958  1.481
P -1.794 -4.199 -1.328  2.057
O -0.009 4.336 2.310  -0.367
O -3.299 -3.698 -0.957  -0.946
O -1.261 -3.389 -2.622  -0.967
O 1.285 2.616 2.266  -0.404
O -1.865 -5.636 -1.501  -1.038
N 0.660 -2.573 0.089  -0.363
N 0.999 3.743 2.619  0.545
N 4.382 0.519 0.482  -0.827
N 2.693 -1.845 -0.181  -0.459
N 2.013 3.166 -0.483  -1.285
N 2.236 0.396 -0.674  -0.719
N 0.536 -1.267 -0.242  -0.173
C 1.943 -2.910 0.122  0.374
C 3.073 -5.233 0.522  -0.026
C -2.974 1.682 0.203  -0.408
C -3.751 1.736 -1.142  -0.401
C -3.327 0.696 -2.202  -0.615
C 1.819 -0.849 -0.377  0.604
C -0.790 -0.687 -0.369  -0.252
C -1.299 -0.135 0.991  -0.424
C 3.720 0.510 -0.813  -0.062
C 2.533 -4.167 0.388  -0.131
C -2.797 0.265 0.824  -0.397
C 1.960 4.457 3.501  -0.485
H -4.102 0.663 -2.979  0.237
H -1.537 -1.431 -0.667  0.216
H -3.262 -2.893 -0.415  0.497
H 2.894 2.954 -0.021  0.374
H 4.859 -0.372 0.572  0.378
H 2.806 3.806 3.690  0.230
H -1.195 -0.882 1.789  0.225
H -2.019 -2.900 -2.986  0.519
H 1.440 4.696 4.424  0.241
H 0.070 1.828 -0.308  -0.040
H -3.277 0.289 1.811  0.236
H -1.986 2.146 0.069  0.192
H -4.834 1.716 -0.966  0.213
H -0.863 0.096 -1.129  0.255
H 3.903 1.496 -1.260  0.221
H 4.117 -0.219 -1.524  0.215
H -0.749 0.762 1.308  0.236
H 2.271 5.359 2.981  0.244
H -3.521 2.318 0.911  0.234
H 0.023 -5.021 0.723  0.104
H 3.724 -6.065 0.696  0.268
H -3.311 -0.532 0.264  0.176
H 1.192 1.954 -2.369  -0.052
H -3.246 -0.330 -1.817  0.169
H 5.081 1.251 0.503  0.378
H -3.536 2.723 -1.580  0.219
H -2.369 0.992 -2.652  0.196

For the HOMO-LUMO gap, the calculation gives 7.70 eV. For the molecular weight, the calculation gives 442.31 Da. The largest force on an atom comes out at 3.3 eV Å⁻¹. The value obtained for the relative energy (zero: lowest compared OMol25 entry of this formula, charge and spin) is 0.0 kcal per mole. The charge is +1. For the highest occupied orbital energy, the calculation gives -11.4067 eV.



Please write out number 6 again, unchanged.
Here is a cluster of 2 separate species, C12H27N7O5P3 in total from the OMol25 dataset. Energies are from ωB97M-V/def2-TZVPD.

Each line ends with the natural charge from an NBO analysis.
Positions of all 54 atoms, in Å:
P -0.591 -3.775 0.466  0.308
P 1.329 1.839 -0.958  1.481
P -1.794 -4.199 -1.328  2.057
O -0.009 4.336 2.310  -0.367
O -3.299 -3.698 -0.957  -0.946
O -1.261 -3.389 -2.622  -0.967
O 1.285 2.616 2.266  -0.404
O -1.865 -5.636 -1.501  -1.038
N 0.660 -2.573 0.089  -0.363
N 0.999 3.743 2.619  0.545
N 4.382 0.519 0.482  -0.827
N 2.693 -1.845 -0.181  -0.459
N 2.013 3.166 -0.483  -1.285
N 2.236 0.396 -0.674  -0.719
N 0.536 -1.267 -0.242  -0.173
C 1.943 -2.910 0.122  0.374
C 3.073 -5.233 0.522  -0.026
C -2.974 1.682 0.203  -0.408
C -3.751 1.736 -1.142  -0.401
C -3.327 0.696 -2.202  -0.615
C 1.819 -0.849 -0.377  0.604
C -0.790 -0.687 -0.369  -0.252
C -1.299 -0.135 0.991  -0.424
C 3.720 0.510 -0.813  -0.062
C 2.533 -4.167 0.388  -0.131
C -2.797 0.265 0.824  -0.397
C 1.960 4.457 3.501  -0.485
H -4.102 0.663 -2.979  0.237
H -1.537 -1.431 -0.667  0.216
H -3.262 -2.893 -0.415  0.497
H 2.894 2.954 -0.021  0.374
H 4.859 -0.372 0.572  0.378
H 2.806 3.806 3.690  0.230
H -1.195 -0.882 1.789  0.225
H -2.019 -2.900 -2.986  0.519
H 1.440 4.696 4.424  0.241
H 0.070 1.828 -0.308  -0.040
H -3.277 0.289 1.811  0.236
H -1.986 2.146 0.069  0.192
H -4.834 1.716 -0.966  0.213
H -0.863 0.096 -1.129  0.255
H 3.903 1.496 -1.260  0.221
H 4.117 -0.219 -1.524  0.215
H -0.749 0.762 1.308  0.236
H 2.271 5.359 2.981  0.244
H -3.521 2.318 0.911  0.234
H 0.023 -5.021 0.723  0.104
H 3.724 -6.065 0.696  0.268
H -3.311 -0.532 0.264  0.176
H 1.192 1.954 -2.369  -0.052
H -3.246 -0.330 -1.817  0.169
H 5.081 1.251 0.503  0.378
H -3.536 2.723 -1.580  0.219
H -2.369 0.992 -2.652  0.196

For the HOMO-LUMO gap, the calculation gives 7.70 eV. For the molecular weight, the calculation gives 442.31 Da. The largest force on an atom comes out at 3.3 eV Å⁻¹. The value obtained for the relative energy (zero: lowest compared OMol25 entry of this formula, charge and spin) is 0.0 kcal per mole. The charge is +1. For the highest occupied orbital energy, the calculation gives -11.4067 eV.